(1)
70
Properties=species:S:1:pos:R:3:forces:R:3:nbo_charge:R:1 method="wB97M-V/def2-TZVPD" homo_ev=-8.071 e_tot_ev=-67962.8393 smiles="O=NO[SiH2][PH2]=S.c1cc[nH]c1.c1cc[nH]c1.c1cc[nH]c1.c1cc[nH]c1.c1cc[nH]c1.c1cc[nH]c1"
O -0.898 -1.738 0.793 0.0 -0.1 0.0 -0.205
N -0.245 -2.607 0.416 0.2 0.1 0.1 0.430
O 0.688 -3.067 1.457 -0.1 0.1 -0.1 -0.795
Si 2.237 -2.464 1.537 0.1 0.0 -0.1 1.129
P 3.322 -2.709 -0.461 0.0 0.0 0.2 0.365
S 5.046 -3.595 -0.201 0.1 0.1 -0.1 -0.600
H 2.250 -1.022 1.859 0.0 0.0 0.0 -0.178
H 2.969 -3.282 2.507 0.0 0.0 0.0 -0.138
H 3.380 -1.410 -1.007 0.0 0.0 0.0 -0.002
H 2.406 -3.305 -1.353 0.0 0.0 0.0 0.003
C -1.445 2.324 -0.111 0.1 0.0 0.0 -0.292
C -1.387 3.703 0.223 0.0 0.0 0.0 -0.315
C -1.296 3.788 1.588 0.0 0.0 0.0 -0.096
N -1.292 2.515 2.089 0.0 0.0 0.0 -0.507
C -1.385 1.617 1.061 0.0 0.0 0.0 -0.085
H -1.539 1.902 -1.098 0.0 0.0 0.0 0.225
H -1.427 4.537 -0.460 0.0 0.0 0.0 0.231
H -1.247 4.642 2.244 0.0 0.0 0.0 0.215
H -1.242 2.277 3.062 0.0 0.0 0.0 0.415
H -1.406 0.557 1.243 0.0 0.1 0.0 0.216
C -4.980 2.601 0.790 0.0 0.0 0.0 -0.305
C -5.751 3.795 0.794 0.0 0.0 0.0 -0.295
C -6.975 3.492 0.259 0.0 0.1 0.0 -0.089
N -6.975 2.162 -0.064 0.0 0.0 0.0 -0.508
C -5.763 1.613 0.256 0.0 0.0 0.0 -0.078
H -3.966 2.484 1.133 0.0 0.0 0.0 0.227
H -5.439 4.764 1.146 0.0 0.0 0.0 0.219
H -7.846 4.105 0.095 0.0 0.0 0.0 0.207
H -7.746 1.666 -0.471 0.0 0.0 0.0 0.411
H -5.559 0.571 0.076 0.0 0.0 0.0 0.209
C -10.896 6.110 -3.321 0.0 0.0 0.0 -0.308
C -10.531 4.743 -3.190 0.0 0.0 0.0 -0.295
C -9.373 4.701 -2.459 0.0 -0.1 0.0 -0.085
N -9.023 5.986 -2.149 0.0 0.0 0.0 -0.507
C -9.946 6.851 -2.669 0.0 0.0 0.0 -0.075
H -11.756 6.504 -3.836 0.0 0.0 0.0 0.222
H -11.058 3.891 -3.585 0.0 0.0 0.0 0.219
H -8.762 3.870 -2.150 0.0 0.0 0.0 0.205
H -8.206 6.252 -1.631 0.0 0.0 0.0 0.413
H -9.850 7.915 -2.536 0.0 0.0 0.0 0.211
C 4.434 -9.205 0.520 0.0 0.0 0.0 -0.310
C 3.758 -8.469 1.531 0.0 0.0 0.0 -0.300
C 4.032 -7.142 1.319 0.0 0.0 0.0 -0.084
N 4.842 -7.050 0.222 0.0 0.0 0.0 -0.516
C 5.094 -8.300 -0.269 0.0 0.0 -0.1 -0.081
H 4.438 -10.275 0.391 0.0 0.0 0.0 0.220
H 3.147 -8.868 2.323 0.0 0.0 0.0 0.216
H 3.724 -6.259 1.852 0.0 0.0 0.0 0.207
H 5.189 -6.181 -0.151 -0.1 0.0 -0.1 0.429
H 5.720 -8.439 -1.134 0.0 0.0 0.0 0.213
C 1.546 8.442 0.142 0.0 0.0 0.0 -0.310
C 1.420 7.838 -1.139 0.0 0.0 0.0 -0.296
C 0.992 6.551 -0.942 0.0 0.0 0.0 -0.082
N 0.854 6.356 0.404 0.0 0.0 0.0 -0.512
C 1.190 7.501 1.072 0.0 0.0 0.0 -0.080
H 1.860 9.450 0.354 0.0 0.0 0.0 0.220
H 1.621 8.295 -2.093 0.0 0.0 0.0 0.219
H 0.778 5.763 -1.643 0.0 0.0 0.0 0.210
H 0.555 5.496 0.831 0.0 0.0 0.0 0.418
H 1.148 7.553 2.147 0.0 0.0 0.0 0.207
C 8.991 -8.666 -0.471 0.0 0.0 0.0 -0.299
C 10.411 -8.660 -0.386 0.0 0.0 0.0 -0.310
C 10.759 -7.722 0.550 0.0 0.0 0.0 -0.080
N 9.606 -7.164 1.030 0.0 0.0 0.0 -0.506
C 8.524 -7.730 0.413 0.0 0.0 0.0 -0.080
H 8.385 -9.291 -1.105 0.0 0.0 0.0 0.217
H 11.095 -9.275 -0.945 0.0 0.0 0.0 0.220
H 11.723 -7.410 0.911 0.0 0.0 0.0 0.208
H 9.558 -6.445 1.728 0.0 0.0 0.0 0.410
H 7.520 -7.433 0.662 0.0 0.0 0.0 0.218


(2)
74
Properties=species:S:1:pos:R:3:forces:R:3:lowdin_charge:R:1 method="wB97M-V/def2-TZVPD" homo_ev=-10.823 e_tot_ev=-54527.0391 relative_energy_kj_mol=11.64 total_charge=+1
Cd 0.666 -0.340 -0.684 -0.1 0.6 0.3 1.148
O -7.115 -3.842 -0.365 -0.1 0.0 0.1 0.174
C -6.226 -3.389 0.284 -0.4 -0.3 -0.1 -0.392
O -5.421 -2.403 -0.084 1.0 0.5 0.0 0.223
B -4.324 -2.262 0.894 -1.8 -0.2 0.0 -0.818
O -4.662 -3.196 1.968 1.3 0.7 0.1 0.237
C -5.756 -3.869 1.671 -0.7 -1.0 -0.1 -0.389
O -6.252 -4.736 2.327 0.1 0.3 -0.1 0.173
O -4.221 -0.863 1.388 0.0 -0.3 -0.1 0.266
C -3.048 -0.385 1.106 0.2 0.5 0.4 -0.402
O -2.600 0.687 1.412 0.1 0.1 -0.2 0.120
C -2.262 -1.466 0.347 -1.0 0.1 0.5 -0.389
O -3.000 -2.512 0.233 0.2 -0.3 0.0 0.276
O -1.135 -1.331 -0.054 0.3 -0.8 -0.1 -0.033
C -3.808 3.204 -1.225 0.2 -0.7 -0.2 -0.089
C -2.785 4.109 -1.897 0.4 0.5 1.1 -0.243
C -1.671 3.379 -2.640 -0.2 -0.8 -0.6 -0.161
C -1.130 2.226 -1.916 -0.1 0.3 0.2 -0.161
N -0.697 1.331 -1.349 -0.3 0.6 -0.4 0.120
H -4.535 3.767 -0.645 -0.1 0.1 -0.2 0.083
H -3.347 2.498 -0.529 0.2 0.2 0.1 0.055
H -4.308 2.563 -1.956 -0.3 0.2 0.0 0.086
H -2.287 4.696 -1.117 -0.1 0.1 0.0 0.112
H -3.241 4.841 -2.561 -0.1 -0.2 -0.2 0.115
H -0.814 4.004 -2.892 -0.1 0.2 0.0 0.119
H -2.066 2.954 -3.569 0.1 0.1 -0.1 0.134
C 1.954 -4.577 -4.012 -0.9 0.1 -0.6 -0.092
C 0.451 -4.677 -3.791 -0.5 -0.9 0.4 -0.260
C -0.346 -3.395 -4.040 -0.1 -0.1 0.1 -0.154
C 0.105 -2.271 -3.225 -0.3 0.0 -0.2 -0.146
N 0.390 -1.365 -2.585 0.0 -0.7 -0.9 0.095
H 2.411 -5.554 -3.888 0.2 0.1 0.2 0.078
H 2.393 -3.819 -3.365 0.2 -0.1 0.0 0.066
H 2.076 -4.282 -5.058 0.4 0.1 0.1 0.082
H 0.180 -5.077 -2.808 0.3 0.4 0.2 0.115
H 0.009 -5.459 -4.415 0.2 0.3 -0.4 0.117
H -1.391 -3.575 -3.778 0.0 0.1 0.0 0.135
H -0.338 -3.076 -5.085 0.2 0.0 0.0 0.133
C -1.240 2.745 3.659 1.3 -0.1 -0.9 -0.084
C 0.252 2.999 4.013 -1.3 -0.1 0.4 -0.228
C 1.108 1.790 3.649 1.1 -0.2 0.8 -0.179
C 0.968 1.238 2.316 -0.5 0.2 -0.3 -0.169
N 0.885 0.835 1.247 0.2 0.2 0.7 0.126
H -1.605 1.807 4.075 0.0 0.1 0.3 0.083
H -1.239 2.575 2.581 -0.6 0.2 -0.1 0.047
H -1.877 3.582 3.920 -0.1 0.0 0.0 0.079
H 0.279 3.171 5.089 0.5 -0.2 0.1 0.111
H 0.656 3.907 3.568 -0.2 0.0 -0.3 0.109
H 0.987 0.982 4.376 -0.4 -0.1 -0.2 0.130
H 2.183 2.005 3.724 -0.1 0.2 0.1 0.130
C 2.371 4.523 -1.410 1.0 0.1 0.2 -0.094
C 3.659 3.995 -0.745 -0.9 -0.6 -0.3 -0.231
C 4.178 2.729 -1.451 0.3 -0.1 0.2 -0.163
C 3.193 1.648 -1.529 0.4 0.8 0.0 -0.165
N 2.400 0.828 -1.529 0.3 0.1 -0.2 0.097
H 1.568 3.789 -1.352 0.0 0.0 0.1 0.050
H 2.573 4.753 -2.457 -0.2 0.2 0.0 0.082
H 2.078 5.422 -0.871 -0.2 0.1 -0.2 0.079
H 3.387 3.790 0.291 0.4 -0.1 0.1 0.106
H 4.491 4.693 -0.780 -0.2 0.3 0.1 0.114
H 5.043 2.304 -0.936 0.0 0.1 0.0 0.127
H 4.521 3.003 -2.450 -0.2 -0.2 -0.1 0.130
C 2.471 -2.305 3.761 -0.4 1.2 0.3 -0.097
C 3.794 -2.592 3.076 0.1 -0.5 0.0 -0.238
C 3.561 -3.228 1.708 0.1 -0.7 -0.2 -0.170
C 2.750 -2.436 0.787 0.4 -0.2 0.2 -0.143
N 2.121 -1.818 0.061 0.4 -0.5 0.4 0.109
H 1.681 -3.038 3.601 0.3 -0.3 -0.1 0.088
H 2.061 -1.354 3.395 0.0 -0.1 -0.2 0.051
H 2.546 -2.128 4.835 0.3 -0.3 0.0 0.081
H 4.382 -3.322 3.636 -0.1 0.0 0.1 0.117
H 4.441 -1.719 2.983 -0.2 0.2 0.0 0.115
H 3.037 -4.179 1.849 -0.2 0.1 0.0 0.136
H 4.487 -3.529 1.213 0.0 0.4 -0.1 0.131


(3)
68
Properties=species:S:1:pos:R:3:forces:R:3:lowdin_charge:R:1 method="wB97M-V/def2-TZVPD" homo_ev="-17.907 / -17.907" e_tot_ev=-49467.3306 relative_energy_kj_mol=21.25 total_charge=+3
Ce -0.072 -0.465 -0.069 1.5 1.1 -0.6 1.707
C 3.636 -2.212 2.890 0.0 -0.1 -0.2 -0.022
C 2.783 -2.622 1.685 -0.2 0.2 0.1 -0.324
C 1.287 -2.555 2.022 0.5 0.0 -0.6 -0.059
C 3.135 -1.769 0.500 0.9 -0.9 0.6 -0.207
C 4.386 -1.639 -0.103 -0.7 -0.1 0.3 0.073
C 4.215 -0.680 -1.080 -0.5 -0.1 0.2 0.037
N 2.943 -0.265 -1.064 0.4 0.5 -0.6 -0.004
N 2.255 -0.943 -0.101 -1.5 0.5 -0.2 -0.051
B 2.401 0.954 -1.847 -0.4 -0.2 0.3 -0.476
N 1.250 0.535 -2.793 0.8 0.2 -0.3 -0.003
C 1.252 0.644 -4.125 -0.2 -0.1 0.5 0.042
C -0.015 0.365 -4.603 -0.6 -0.2 0.7 0.079
C -0.775 0.098 -3.469 -0.8 0.1 -1.0 -0.219
N 0.005 0.176 -2.371 0.3 -0.4 1.7 -0.053
C -2.241 -0.203 -3.337 0.0 -0.1 0.0 -0.344
C -2.421 -1.522 -2.563 0.3 0.3 -0.3 -0.033
C -2.942 -0.249 -4.691 0.1 0.1 0.2 -0.038
N 1.845 1.982 -0.832 0.7 0.0 -0.6 0.002
C 2.257 3.243 -0.662 -0.3 -0.4 0.1 0.043
C 1.526 3.822 0.357 -0.6 -0.5 0.4 0.078
C 0.654 2.823 0.786 -0.2 0.8 0.6 -0.231
N 0.855 1.710 0.061 -0.3 -1.6 -0.5 -0.057
C -0.404 2.830 1.845 -0.1 0.0 0.0 -0.372
C -1.495 3.843 1.487 0.0 -0.3 0.0 -0.027
C 0.207 3.108 3.221 -0.1 -0.3 -0.1 -0.027
H 3.395 -2.837 3.744 0.0 -0.1 0.1 0.098
H 3.465 -1.172 3.155 0.0 0.2 0.1 0.096
H 4.691 -2.341 2.666 0.1 0.0 0.1 0.094
H 3.030 -3.661 1.442 -0.1 0.1 0.0 0.167
H 0.982 -1.507 2.251 0.0 -0.1 0.1 0.075
H 1.086 -3.149 2.913 -0.3 0.1 0.0 0.122
H 0.706 -2.996 1.196 -0.1 0.1 0.2 0.062
H 5.289 -2.155 0.139 0.2 -0.2 0.1 0.138
H 4.924 -0.287 -1.780 0.1 0.2 -0.2 0.155
H 3.275 1.435 -2.467 0.2 0.1 -0.2 0.140
H 2.134 0.919 -4.665 0.3 0.1 -0.1 0.155
H -0.343 0.358 -5.620 -0.1 0.1 -0.3 0.134
H -2.693 0.612 -2.751 0.1 -0.1 -0.1 0.153
H -1.665 -2.245 -2.881 -0.1 -0.1 0.2 0.109
H -3.397 -1.953 -2.768 -0.1 0.0 0.3 0.110
H -2.360 -1.339 -1.470 0.0 -0.2 0.1 0.033
H -2.548 -1.050 -5.311 0.0 -0.1 -0.1 0.103
H -2.821 0.695 -5.216 0.0 0.1 -0.1 0.098
H -4.007 -0.414 -4.542 0.0 0.0 -0.1 0.099
H 3.038 3.661 -1.264 0.2 0.0 -0.2 0.155
H 1.610 4.819 0.733 0.0 0.3 0.1 0.138
H -0.860 1.802 1.861 0.1 0.3 0.0 0.107
H -1.083 4.847 1.500 0.0 0.2 0.0 0.101
H -2.308 3.802 2.207 -0.1 0.0 0.1 0.097
H -1.894 3.648 0.493 -0.1 0.1 -0.1 0.088
H 0.653 4.097 3.237 0.1 0.1 0.0 0.100
H 0.980 2.379 3.457 0.1 0.0 0.1 0.088
H -0.560 3.070 3.989 0.0 0.0 0.1 0.097
N -2.085 -0.936 1.610 0.0 0.3 -0.2 0.000
C -2.278 -2.386 1.753 0.1 -0.4 -0.1 -0.308
C -1.766 -3.240 0.781 0.0 0.5 0.0 -0.104
C -1.911 -4.612 0.922 0.2 0.0 -0.2 -0.032
C -2.561 -5.127 2.032 0.0 0.0 -0.1 -0.018
C -3.097 -4.274 2.982 0.0 0.1 0.0 -0.011
C -2.957 -2.902 2.845 0.1 0.2 -0.1 0.002
H -1.981 -0.559 2.562 0.1 0.1 -0.3 0.124
H -2.982 -0.543 1.288 0.3 0.0 0.0 0.137
H -1.254 -2.837 -0.118 -0.3 -0.3 0.2 0.062
H -1.517 -5.274 0.168 0.1 -0.1 -0.1 0.128
H -2.650 -6.193 2.151 -0.1 -0.2 0.0 0.130
H -3.626 -4.670 3.832 -0.1 -0.1 0.1 0.132
H -3.378 -2.239 3.584 -0.1 0.1 0.2 0.131


What are the strongest force on any atom values for these records? In order: 0.0041, 0.0346, 0.0382 hartree/bohr.